Record 1
DFT (ωB97M-V/def2-TZVPD) results for C5H8O as an isolated structure in a non-equilibrium geometry.

Energy above the lowest of the compared OMol25 structures with the same formula, charge and spin (kcal/mol): 110.1
Kohn-Sham gap (eV): 9.66
Multiplicity: 1
LUMO level (eV): 0.95

Each line ends with the natural charge from an NBO analysis.
CARTESIAN COORDINATES (ANGSTROEM)
H (-0.28, -0.94, 1.98)  0.22
C (-0.75, 0.17, -0.71)  -0.30
H (1.76, -0.73, -1.02)  0.46
H (-1.74, 0.14, -1.17)  0.25
C (0.13, 1.69, -0.31)  -0.41
C (0.22, -0.39, 1.17)  -0.43
H (-0.63, -1.94, -0.17)  0.19
H (-1.40, 1.27, 1.21)  0.22
H (-0.33, 1.23, -1.46)  0.31
C (0.03, -1.06, -0.22)  0.09
O (1.15, -1.49, -0.96)  -0.70
C (-0.56, 0.85, 0.66)  -0.26
H (1.25, -0.19, 1.47)  0.21
H (1.18, 1.40, -0.47)  0.16


Record 2
DFT (ωB97M-V/def2-TZVPD) results for C5H8O as an isolated structure in a non-equilibrium geometry.

Energy above the lowest of the compared OMol25 structures with the same formula, charge and spin (kcal/mol): 175.9
Kohn-Sham gap (spin up / spin down) (eV): 8.29 / 8.28
Multiplicity: 1
LUMO level (spin up / spin down) (eV): 0.59 / 0.58

Each line ends with the natural charge from an NBO analysis.
CARTESIAN COORDINATES (ANGSTROEM)
C (1.52, -0.30, 0.59)  -0.65
C (0.55, 0.37, -0.35)  -0.15
C (-1.28, 0.52, -1.15)  -0.23
H (-0.89, 0.93, -2.09)  0.17
O (-1.24, 0.08, 1.02)  -0.55
H (-0.78, 2.08, 0.41)  0.19
C (-0.71, 1.05, 0.10)  -0.03
H (-0.44, -1.79, 0.48)  0.18
H (-2.00, -1.38, -0.32)  0.20
H (1.02, 0.73, -1.26)  0.21
H (2.36, 0.40, 0.77)  0.23
C (-1.09, -0.98, 0.09)  -0.01
H (1.05, -0.51, 1.55)  0.23
H (1.96, -1.21, 0.18)  0.21


Record 3
DFT (ωB97M-V/def2-TZVPD) results for C5H8O as an isolated structure.

Energy above the lowest of the compared OMol25 structures with the same formula, charge and spin (kcal/mol): 74.9
Kohn-Sham gap (eV): 10.18
Multiplicity: 1
LUMO level (eV): 1.15

Each line ends with the natural charge from an NBO analysis.
CARTESIAN COORDINATES (ANGSTROEM)
C (-1.64, 0.32, 0.18)  -0.40
H (-0.88, 0.21, 0.95)  0.20
H (1.90, 1.34, -1.49)  0.23
H (2.22, -1.53, -0.89)  0.20
C (-2.83, -0.27, 0.27)  -0.39
C (1.88, 0.67, 0.65)  0.13
C (1.79, 0.65, -0.68)  -0.36
H (-3.10, -0.87, 1.14)  0.19
C (1.48, -0.82, -0.53)  -0.08
H (0.46, -1.14, -0.79)  0.20
H (-1.36, 0.92, -0.69)  0.19
H (2.08, 1.37, 1.46)  0.20
O (1.59, -0.65, 0.92)  -0.50
H (-3.58, -0.17, -0.51)  0.19


Record 4
DFT (ωB97M-V/def2-TZVPD) results for an isolated molecule of C5H8O.

Energy above the lowest of the compared OMol25 structures with the same formula, charge and spin (kcal/mol): 62.9
Kohn-Sham gap (eV): 10.47
Multiplicity: 1
LUMO level (eV): 1.07

Each line ends with the natural charge from an NBO analysis.
CARTESIAN COORDINATES (ANGSTROEM)
C (1.87, -0.74, 0.33)  0.10
H (2.36, -2.63, -0.43)  0.22
H (2.36, -2.42, 1.43)  0.22
H (-0.54, 0.23, 1.44)  0.17
C (-2.14, 1.19, -0.80)  -0.24
H (-2.21, 1.85, -1.67)  0.19
O (-0.88, 1.43, -0.22)  -0.54
H (-0.60, -0.59, -0.12)  0.17
C (2.24, -1.99, 0.45)  -0.50
H (-2.96, 1.42, -0.10)  0.17
C (-0.26, 0.32, 0.38)  -0.07
H (1.75, 1.37, 0.17)  0.24
C (1.25, 0.40, 0.25)  -0.31
H (-2.24, 0.15, -1.13)  0.17